# 1
Molecular formula: C11H24N5O
Method: DFT, ωB97M-V/def2-TZVPD

## Properties
Net charge: +1

Positions of all 41 atoms, in Å:
C  -0.297  5.690  0.076
C  -0.095  4.395  -0.050
C  -0.691  3.544  -1.166
C  -1.090  2.181  -0.563
N  -2.388  1.544  -0.909
C  -2.393  0.451  -0.085
N  -3.405  -0.015  0.670
N  -1.158  -0.063  -0.158
C  -0.114  1.001  -0.528
C  0.507  0.445  -1.842
C  2.026  0.187  -1.776
C  2.500  -0.715  -0.614
C  1.688  -2.009  -0.411
H  0.428  6.267  0.654
H  -1.155  6.233  -0.321
H  0.504  3.884  0.710
H  -0.001  3.476  -2.015
H  -1.617  4.017  -1.536
H  -1.229  2.385  0.518
H  -3.135  2.220  -0.761
H  -3.855  -0.892  0.445
H  -3.678  0.471  1.513
H  -0.873  -0.487  0.723
H  0.552  1.116  0.334
H  0.344  1.211  -2.621
H  -0.053  -0.435  -2.175
H  2.567  1.145  -1.702
H  2.342  -0.245  -2.737
H  2.619  -0.162  0.331
H  3.521  -1.038  -0.873
H  2.204  -2.595  0.361
H  1.622  -2.647  -1.300
H  0.667  -1.853  -0.036
C  0.673  -4.858  1.791
O  1.322  -4.909  0.763
N  -0.680  -4.641  1.796
N  1.237  -5.014  3.023
H  -1.234  -4.599  2.630
H  -1.127  -4.527  0.905
H  2.227  -5.177  3.056
H  0.720  -4.978  3.882

Force components x, y, z for each atom (eV/Å):
0.2 0.8 0.5
-0.2 -0.7 -0.6
-1.0 -0.4 0.6
1.0 0.8 0.7
-0.7 0.7 1.5
1.8 0.8 -2.2
-0.7 -0.5 -0.2
0.1 0.4 3.2
-1.3 -1.6 -1.5
0.6 1.4 -0.2
0.1 0.1 0.3
0.1 -0.5 -0.7
0.4 0.1 0.6
-0.7 -0.1 0.5
0.6 -0.1 -0.7
0.6 0.1 -0.7
-0.1 -0.1 0.2
0.4 0.0 0.0
0.2 0.3 -0.3
-0.4 -0.5 -0.4
0.3 0.0 0.3
-0.2 0.1 -0.4
-0.3 -0.9 -0.5
0.2 -0.2 -0.5
0.0 -0.3 0.1
0.2 0.1 0.3
-0.3 -0.2 0.0
-0.2 0.0 0.3
-0.3 -0.1 -0.2
-0.2 0.2 0.2
-0.3 0.0 -0.3
0.1 0.3 0.1
0.2 0.0 -0.2
0.1 -0.2 0.1
-0.1 0.1 0.0
-0.2 0.3 -0.1
0.1 0.1 0.1
0.0 -0.1 0.0
0.0 -0.1 0.0
0.0 0.0 0.0
0.0 0.0 0.0

natural (NBO) population analysis, charges in e, atoms 1 to 5:
1 C -0.354
2 C -0.206
3 C -0.463
4 C -0.020
5 N -0.536


# 2
Molecular formula: C2H2ClFO2
Method: DFT, ωB97M-V/def2-TZVPD

## Properties
Energy relative to the best compared isomer or geometry (same formula, charge and spin) in kJ/mol: 183.7
Net charge: 0

Positions of all 8 atoms, in Å:
C  1.218  -0.266  0.046
C  -0.274  -0.066  -0.557
H  0.347  1.255  1.285
H  -0.398  -0.386  -1.533
O  1.410  0.659  0.977
O  1.937  -1.129  -0.381
F  -0.200  1.395  -0.698
Cl  -1.799  -0.452  0.284

Force components x, y, z for each atom (eV/Å):
-2.9 -0.9 -0.3
1.1 2.9 1.1
4.9 -2.9 -1.9
0.1 -1.0 -1.8
-3.1 1.8 1.9
-0.2 1.4 0.8
-1.0 -1.4 0.0
1.2 0.1 0.1

natural (NBO) population analysis, charges in e, atoms 1 to 5:
1 C 0.775
2 C 0.068
3 H 0.537
4 H 0.202
5 O -0.659


# 3
Molecular formula: C18H22N4O2S
Method: DFT, ωB97M-V/def2-TZVPD

## Properties
Energy relative to the best compared isomer or geometry (same formula, charge and spin) in kJ/mol: 348.7
Net charge: 0

Positions of all 47 atoms, in Å:
C  -0.140  3.942  -0.712
C  -0.975  3.397  0.440
C  -0.155  2.445  1.288
C  0.416  3.020  2.482
S  0.349  4.727  2.994
N  1.315  4.322  4.364
C  1.642  3.023  4.464
O  2.069  2.559  5.500
C  1.142  2.250  3.337
C  1.321  0.832  3.087
O  1.962  0.166  3.905
N  0.842  0.295  1.881
C  1.160  -1.023  1.510
C  0.710  -1.592  0.351
C  -0.120  -0.802  -0.566
N  -0.624  -1.390  -1.712
C  -0.193  -2.648  -2.297
C  -0.951  -2.732  -3.594
C  -2.191  -1.860  -3.466
N  -3.445  -2.604  -3.088
C  -4.010  -3.634  -4.044
C  -3.849  -2.831  -1.710
C  -1.745  -0.788  -2.451
C  -0.371  0.512  -0.280
C  0.079  1.108  0.984
H  -0.776  4.647  -1.278
H  0.743  4.527  -0.298
H  0.215  3.175  -1.401
H  -1.422  4.206  1.033
H  -1.823  2.932  -0.026
H  1.420  4.892  5.197
H  1.757  -1.606  2.160
H  0.945  -2.634  0.173
H  -0.514  -3.468  -1.616
H  0.881  -2.738  -2.493
H  -1.285  -3.761  -3.737
H  -0.258  -2.406  -4.418
H  -2.388  -1.352  -4.408
H  -4.296  -4.554  -3.459
H  -3.303  -3.912  -4.828
H  -4.918  -3.216  -4.491
H  -4.849  -3.304  -1.615
H  -3.853  -1.958  -1.131
H  -3.160  -3.525  -1.225
H  -2.560  -0.510  -1.797
H  -1.395  0.115  -2.946
H  -0.981  1.116  -0.951

Force components x, y, z for each atom (eV/Å):
0.5 1.8 0.4
0.6 -0.6 -0.5
-0.4 1.0 1.0
-0.4 -0.6 -1.1
0.2 -0.9 0.0
-0.3 1.6 -1.1
-0.4 -2.5 1.7
0.9 0.1 0.4
-0.3 0.3 -1.2
2.0 0.1 2.6
-0.9 -0.3 -1.5
-0.7 0.2 -1.6
-1.2 0.3 -1.5
-0.1 1.3 0.7
0.2 -0.9 -0.7
-0.1 0.7 0.5
-0.4 -0.7 1.2
0.5 -0.5 -1.0
-0.9 -0.2 0.5
-0.4 0.0 -1.0
0.4 0.7 1.5
0.5 -1.6 -0.7
0.4 -0.5 0.0
0.0 0.3 1.5
0.1 0.0 -0.5
0.4 -0.2 0.0
-0.9 -0.7 -0.7
0.0 -0.1 0.2
0.4 -0.1 0.1
-0.6 -0.6 0.0
-0.3 0.0 -0.4
0.5 0.0 0.9
0.0 0.2 -0.1
0.4 0.2 -0.4
-0.1 0.3 0.4
0.3 0.0 -0.5
-0.9 -0.3 0.5
-0.2 -0.1 -0.2
0.4 0.8 -0.7
0.0 0.1 0.1
0.1 -0.2 -0.1
0.5 0.5 -0.5
-0.1 1.4 0.7
0.1 -0.3 0.4
-0.1 0.2 0.3
-0.1 0.1 -0.3
0.3 -0.1 0.3

natural (NBO) population analysis, charges in e, atoms 1 to 5:
1 C -0.600
2 C -0.415
3 C -0.199
4 C -0.049
5 S 0.489


# 4
Molecular formula: H16O8
Method: DFT, ωB97M-V/def2-TZVPD

## Properties
Energy relative to the best compared isomer or geometry (same formula, charge and spin) in kJ/mol: 345.3
Net charge: 0

Positions of all 24 atoms, in Å:
O  -0.146  -0.397  -0.379
H  -1.045  -0.265  -0.027
H  0.317  -0.611  0.397
O  -5.113  -0.990  0.476
H  -5.332  -1.747  0.992
H  -4.250  -0.752  0.616
O  2.185  1.580  2.034
H  2.517  2.483  1.938
H  1.373  1.752  2.442
O  -2.500  1.433  2.147
H  -2.125  2.267  2.389
H  -3.436  1.538  2.388
O  1.962  -2.254  -0.498
H  2.237  -2.188  0.350
H  2.713  -2.151  -1.104
O  1.530  -0.430  -3.746
H  1.637  0.489  -3.646
H  1.885  -0.650  -4.626
O  4.382  -0.681  1.345
H  4.720  -0.734  0.371
H  3.966  0.170  1.538
O  -2.842  0.827  -1.597
H  -2.394  1.150  -2.423
H  -2.246  0.162  -1.377

Force components x, y, z for each atom (eV/Å):
-2.1 0.7 -1.1
0.5 0.1 -0.1
1.4 -0.6 1.4
-3.4 0.0 -1.2
0.1 -0.7 0.6
3.3 0.7 0.6
1.9 0.4 -0.9
0.3 -0.3 -0.2
-2.1 -0.1 1.0
-0.9 -0.7 0.1
0.5 0.8 0.1
0.4 -0.2 -0.2
-1.3 -0.5 -4.6
1.9 0.4 4.1
-0.4 0.0 0.6
0.1 -2.0 -0.8
0.2 1.7 0.2
-0.2 0.2 0.6
1.0 -0.7 -2.2
-1.2 0.7 2.9
0.0 -0.1 -0.6
-0.6 2.2 -2.0
-0.9 -0.1 1.1
1.5 -2.0 0.8

natural (NBO) population analysis, charges in e, atoms 1 to 5:
1 O -0.920
2 H 0.450
3 H 0.469
4 O -0.933
5 H 0.467


E / Ha: -782.2958 -787.8854 -1466.7572 -611.4511
Frontier orbital gap / eV: 8.29 10.92 7.65 11.03
Max |F| / eV/Å: 3.25 5.93 3.29 4.81